<i>
This record from OMol25 describes 2 unconnected molecules or ions with the total composition C2H2ClNO3. The level of theory is ωB97M-V/def2-TZVPD.

## Properties
Highest occupied orbital energy = -9.950 eV
Spin multiplicity = 1
Net charge = 0
Orbital gap = 9.3 eV
LUMO = -0.639 eV

```
9
Properties=species:S:1:pos:R:3:mulliken_charge:R:1
O -1.03 1.23 0.74 -0.242
N 0.12 1.57 0.79 0.082
C 1.08 1.18 -0.21 -0.249
Cl 0.61 -0.01 -1.55 -0.186
H 1.47 1.87 -0.80 0.343
H 1.90 0.65 0.38 0.248
O -0.66 -2.14 1.10 -0.364
C -1.42 -2.14 0.24 0.719
O -2.08 -2.20 -0.69 -0.352
```

<ii>
This record from OMol25 describes a single C2H2ClNO3 molecule. The level of theory is ωB97M-V/def2-TZVPD.

## Properties
Highest occupied orbital energy = -10.797 eV
Spin multiplicity = 1
Net charge = 0
Orbital gap = 10.3 eV
LUMO = -0.457 eV

```
9
Properties=species:S:1:pos:R:3:mulliken_charge:R:1
O 0.36 1.76 1.06 -0.389
C 0.28 0.78 0.40 0.427
C -1.15 -0.21 0.01 -0.455
Cl -0.71 -1.87 -0.10 -0.112
N 1.38 0.02 -0.22 0.833
O 1.84 -0.83 0.49 -0.435
O 1.56 0.10 -1.45 -0.507
H -1.85 0.12 0.74 0.337
H -1.71 0.12 -0.92 0.300
```

List of relative energies, unit eV: <i> 0.000; <ii> 2.245

<i>
This record from OMol25 describes 2 unconnected molecules or ions with the total composition C2H4ClOP. The level of theory is ωB97M-V/def2-TZVPD.

## Properties
Highest occupied orbital energy (alpha / beta) = -7.262 / -10.444 eV
Spin multiplicity = 3
Net charge = 0
Orbital gap (alpha / beta) = 8.1 / 6.7 eV
LUMO (alpha / beta) = 0.805 / -3.782 eV

```
9
Properties=species:S:1:pos:R:3:mulliken_charge:R:1
C -0.04 -0.60 -0.24 0.049
C 0.29 0.66 0.02 -0.614
O -0.38 -3.38 2.39 -0.361
P -0.95 -3.14 1.06 0.371
Cl 0.14 -4.09 -0.37 -0.130
H -0.34 -1.11 -1.17 0.276
H -0.46 -1.33 0.55 -0.146
H 0.36 1.09 0.97 0.302
H 0.90 1.18 -0.67 0.254
```

<ii>
This record from OMol25 describes 2 unconnected molecules or ions with the total composition C2H4ClOP. The level of theory is ωB97M-V/def2-TZVPD.

## Properties
Highest occupied orbital energy (alpha / beta) = -7.599 / -10.273 eV
Spin multiplicity = 3
Net charge = 0
Orbital gap (alpha / beta) = 8.1 / 6.0 eV
LUMO (alpha / beta) = 0.500 / -4.310 eV

```
9
Properties=species:S:1:pos:R:3:mulliken_charge:R:1
C 0.74 -0.49 -0.48 0.230
C 1.30 0.46 -1.28 -0.488
O -1.27 0.59 2.58 -0.296
P -1.86 0.50 1.30 0.365
Cl -3.17 -1.22 1.26 -0.134
H 1.25 -1.46 -0.33 0.281
H -0.12 -0.06 0.13 -0.417
H 0.90 1.50 -1.45 0.213
H 2.23 0.18 -1.73 0.247
```

List of relative energies, unit eV: <i> 0.141; <ii> 0.000

<i>
This record from OMol25 describes a molecular structure, CH4O2S2. The level of theory is ωB97M-V/def2-TZVPD.

## Properties
Highest occupied orbital energy (alpha / beta) = -5.349 / -9.003 eV
Spin multiplicity = 3
Net charge = 0
Orbital gap (alpha / beta) = 5.9 / 7.3 eV
LUMO (alpha / beta) = 0.546 / -1.741 eV

```
9
Properties=species:S:1:pos:R:3:mulliken_charge:R:1
C 0.69 0.50 0.46 -0.021
O 1.51 1.04 -0.48 -0.527
O -0.47 1.06 0.46 -0.388
S -1.96 -1.42 -0.92 -0.101
S -0.16 -1.64 -0.16 -0.098
H 1.29 0.17 1.41 0.334
H 2.34 0.57 -0.58 0.321
H -0.55 1.63 -0.27 0.314
H -2.69 -1.91 0.07 0.166
```

<ii>
This record from OMol25 describes 2 unconnected molecules or ions with the total composition CH4O2S2. The level of theory is ωB97M-V/def2-TZVPD.

## Properties
Highest occupied orbital energy (alpha / beta) = -4.808 / -8.849 eV
Spin multiplicity = 3
Net charge = 0
Orbital gap (alpha / beta) = 5.1 / 7.1 eV
LUMO (alpha / beta) = 0.300 / -1.710 eV

```
9
Properties=species:S:1:pos:R:3:mulliken_charge:R:1
C -0.18 0.65 1.32 0.215
O 0.56 1.15 2.27 -0.387
O 0.28 0.30 0.27 -0.446
S -0.09 -1.25 -2.72 -0.281
S -0.28 -3.24 -2.37 -0.209
H -1.23 0.75 1.56 0.239
H 0.00 1.08 3.07 0.363
H 0.97 -1.23 -3.78 0.227
H 0.78 -0.66 -1.71 0.278
```

List of relative energies, unit eV: <i> 0.000; <ii> 0.883

<i>
This record from OMol25 describes 6 unconnected molecules or ions with the total composition C12H36O12. The level of theory is ωB97M-V/def2-TZVPD.

## Properties
Highest occupied orbital energy = -9.647 eV
Spin multiplicity = 1
Net charge = 0
Orbital gap = 9.9 eV
LUMO = 0.300 eV

```
60
Properties=species:S:1:pos:R:3:mulliken_charge:R:1
O -0.58 -2.50 -1.80 -0.354
C 0.22 -3.10 -2.76 -0.698
C 1.43 -2.15 -2.81 0.220
O 2.40 -2.69 -3.72 -0.576
H -1.18 -1.87 -2.23 0.291
H 0.34 -4.06 -2.22 0.247
H -0.38 -3.22 -3.61 0.358
H 1.82 -2.10 -1.89 0.204
H 1.14 -1.09 -3.00 0.101
H 2.58 -3.56 -3.48 0.334
O -0.34 4.34 1.53 -0.560
C -1.65 4.33 2.04 -0.666
C -1.98 2.93 2.39 0.164
O -3.06 2.86 3.20 -0.530
H -0.35 3.88 0.68 0.314
H -1.86 4.98 2.88 0.470
H -2.32 4.66 1.21 0.283
H -1.19 2.56 2.95 0.195
H -2.13 2.29 1.46 -0.031
H -2.87 3.49 3.84 0.333
O 4.77 0.09 -1.39 -0.602
C 3.56 0.80 -1.40 0.404
C 3.83 2.22 -0.96 -0.421
O 4.23 2.07 0.41 -0.554
H 4.91 -0.28 -2.24 0.328
H 3.26 0.76 -2.40 0.532
H 2.88 0.26 -0.83 -0.396
H 2.91 2.73 -0.89 0.210
H 4.69 2.80 -1.35 0.282
H 5.03 1.53 0.39 0.309
O -2.20 0.02 -2.03 -0.735
C -1.34 0.55 -1.03 1.144
C -0.24 1.42 -1.57 -0.850
O 0.30 2.28 -0.71 -0.505
H -2.72 -0.62 -1.46 0.440
H -1.96 1.05 -0.28 -0.003
H -0.93 -0.25 -0.46 -0.443
H -0.57 1.81 -2.51 0.474
H 0.60 0.83 -1.90 -0.115
H 0.72 1.76 -0.03 0.325
O -3.67 -1.88 -0.38 -0.506
C -2.88 -1.84 0.79 0.249
C -3.51 -2.90 1.82 -0.643
O -2.75 -2.89 2.99 -0.499
H -4.53 -1.70 0.00 0.339
H -1.84 -2.19 0.66 -0.006
H -2.92 -0.85 1.29 0.088
H -3.38 -3.87 1.40 0.343
H -4.58 -2.63 1.99 0.416
H -3.28 -3.26 3.70 0.297
O 0.04 0.54 1.67 -0.358
C 1.26 -0.12 1.80 -0.883
C 1.25 -1.21 0.80 -0.487
O 2.50 -1.75 0.85 -0.513
H -0.62 0.10 2.23 0.285
H 2.13 0.55 1.76 0.189
H 1.28 -0.58 2.77 0.575
H 0.97 -0.94 -0.27 -0.454
H 0.43 -1.82 0.86 1.191
H 2.29 -2.60 1.21 0.453
```

<ii>
This record from OMol25 describes 6 unconnected molecules or ions with the total composition C12H36O12. The level of theory is ωB97M-V/def2-TZVPD.

## Properties
Highest occupied orbital energy = -9.412 eV
Spin multiplicity = 1
Net charge = 0
Orbital gap = 9.4 eV
LUMO = 0.035 eV

```
60
Properties=species:S:1:pos:R:3:mulliken_charge:R:1
O 7.91 -23.82 11.45 -0.581
C 7.58 -23.76 10.08 0.044
C 6.47 -22.77 9.82 -0.090
O 5.27 -23.19 10.46 -0.562
H 7.39 -24.50 11.88 0.336
H 8.46 -23.50 9.50 0.113
H 7.23 -24.74 9.71 0.129
H 6.26 -22.63 8.76 0.052
H 6.79 -21.80 10.23 0.263
H 5.26 -22.85 11.36 0.319
O 15.32 -21.31 2.60 -0.538
C 14.19 -21.49 3.43 -0.046
C 14.55 -22.33 4.63 -0.312
O 13.45 -22.32 5.53 -0.538
H 15.82 -20.54 2.89 0.322
H 13.74 -20.55 3.75 0.339
H 13.45 -22.03 2.84 -0.168
H 15.48 -21.98 5.09 0.371
H 14.76 -23.35 4.28 0.253
H 13.73 -22.58 6.41 0.265
O 12.17 -24.10 1.14 -0.586
C 10.82 -23.99 1.61 0.085
C 9.86 -24.39 0.54 -0.480
O 9.96 -23.58 -0.61 -0.536
H 12.40 -23.30 0.66 0.302
H 10.78 -24.70 2.43 0.123
H 10.63 -22.97 1.96 0.164
H 8.84 -24.40 0.92 0.317
H 10.09 -25.44 0.29 0.268
H 10.63 -23.95 -1.19 0.323
O 10.84 -22.78 4.69 -0.382
C 9.95 -22.78 5.77 -0.121
C 8.55 -22.97 5.20 -0.567
O 7.60 -23.19 6.25 -0.275
H 11.71 -22.45 4.97 0.290
H 10.14 -23.63 6.44 0.004
H 9.98 -21.85 6.35 0.275
H 8.56 -23.85 4.55 0.270
H 8.21 -22.12 4.62 0.368
H 7.76 -24.08 6.60 0.067
O 5.12 -22.03 6.27 -0.540
C 4.06 -22.97 6.17 -0.304
C 3.95 -23.54 4.77 -0.287
O 3.23 -22.68 3.89 -0.546
H 5.96 -22.52 6.27 0.396
H 4.22 -23.79 6.88 0.217
H 3.14 -22.44 6.42 0.353
H 3.44 -24.50 4.75 0.362
H 4.96 -23.69 4.38 0.135
H 3.81 -21.95 3.64 0.303
O 8.06 -25.84 7.01 -0.414
C 9.20 -26.19 7.80 -0.194
C 10.32 -26.89 7.10 -0.419
O 10.11 -28.29 6.91 -0.519
H 7.62 -26.60 6.61 0.232
H 9.55 -25.22 8.16 0.166
H 8.89 -26.72 8.70 0.286
H 11.21 -26.78 7.72 0.345
H 10.54 -26.41 6.14 0.249
H 9.26 -28.43 6.50 0.301
```

List of relative energies, unit eV: <i> 3.519; <ii> 0.000

<i>
This record from OMol25 describes a molecular structure, C2H3NO4. The level of theory is ωB97M-V/def2-TZVPD.

## Properties
Highest occupied orbital energy = -9.505 eV
Spin multiplicity = 1
Net charge = 0
Orbital gap = 10.1 eV
LUMO = 0.596 eV

```
10
Properties=species:S:1:pos:R:3:mulliken_charge:R:1
N -0.33 1.25 -0.34 0.106
C 0.87 -0.85 0.30 0.800
C -1.01 0.24 -0.82 0.032
O 0.55 0.98 0.64 -0.529
O 0.83 -1.34 1.53 -0.437
O 1.69 -1.02 -0.53 -0.477
O -0.76 -0.92 -0.35 -0.457
H 0.12 -0.90 2.02 0.348
H -0.28 2.16 -0.78 0.224
H -1.67 0.40 -1.67 0.390
```

<ii>
This record from OMol25 describes 2 unconnected molecules or ions with the total composition C2H3NO4. The level of theory is ωB97M-V/def2-TZVPD.

## Properties
Highest occupied orbital energy = -9.702 eV
Spin multiplicity = 1
Net charge = 0
Orbital gap = 9.8 eV
LUMO = 0.069 eV

```
10
Properties=species:S:1:pos:R:3:mulliken_charge:R:1
O -3.54 -1.15 0.08 -0.439
C -2.61 -0.45 -0.06 0.440
N -1.53 0.00 -0.08 -0.093
O -1.08 1.30 -0.40 -0.317
H -0.02 1.17 -0.44 0.406
O 1.82 1.33 0.59 -0.496
C 1.98 0.18 0.20 0.237
O 1.06 -0.50 -0.35 -0.437
H 2.82 -0.42 0.62 0.317
H 1.12 -1.47 -0.15 0.382
```

List of relative energies, unit eV: <i> 0.000; <ii> 0.581

<i>
This record from OMol25 describes a single C3H3NO3 molecule. The level of theory is ωB97M-V/def2-TZVPD.

## Properties
Highest occupied orbital energy = -10.487 eV
Spin multiplicity = 1
Net charge = 0
Orbital gap = 9.7 eV
LUMO = -0.747 eV

```
10
Properties=species:S:1:pos:R:3:mulliken_charge:R:1
O 1.17 -1.45 2.44 -0.428
C 0.90 -0.93 1.41 0.093
C -0.46 -0.37 1.18 0.010
N -0.89 0.25 0.14 -0.405
O 0.08 0.33 -0.87 -0.094
C -0.35 0.97 -2.01 0.176
O -1.41 1.47 -2.17 -0.397
H 1.61 -0.83 0.55 0.357
H -1.17 -0.44 2.02 0.375
H 0.51 0.99 -2.69 0.313
```

<ii>
This record from OMol25 describes a single C3H3NO3 molecule. The level of theory is ωB97M-V/def2-TZVPD.

## Properties
Highest occupied orbital energy = -8.935 eV
Spin multiplicity = 1
Net charge = 0
Orbital gap = 9.7 eV
LUMO = 0.786 eV

```
10
Properties=species:S:1:pos:R:3:mulliken_charge:R:1
O 1.42 -0.94 1.37 -0.454
C 1.85 -0.38 0.40 0.156
O 1.11 0.37 -0.44 -0.324
C -0.23 0.32 -0.22 0.260
C -1.15 -0.20 0.58 -0.056
O -2.19 0.25 -0.25 -0.291
N -1.19 0.94 -1.05 -0.288
H 2.89 -0.38 0.05 0.351
H -1.29 -0.59 1.58 0.384
H -1.21 0.61 -2.01 0.262
```

<iii>
This record from OMol25 describes a single C3H3NO3 molecule. The level of theory is ωB97M-V/def2-TZVPD.

## Properties
Highest occupied orbital energy = -10.334 eV
Spin multiplicity = 1
Net charge = 0
Orbital gap = 9.8 eV
LUMO = -0.526 eV

```
10
Properties=species:S:1:pos:R:3:mulliken_charge:R:1
O 2.43 0.77 0.80 -0.383
C 1.78 0.61 -0.18 0.009
N 0.34 0.58 -0.18 -0.219
C -0.30 -0.53 0.34 0.745
O 0.26 -1.45 0.87 -0.517
C -1.82 -0.52 0.15 -0.117
O -2.47 -1.49 0.42 -0.376
H 2.22 0.43 -1.18 0.346
H -0.15 1.20 -0.80 0.248
H -2.29 0.41 -0.24 0.265
```

<iv>
This record from OMol25 describes a single C3H3NO3 molecule. The level of theory is ωB97M-V/def2-TZVPD.

## Properties
Highest occupied orbital energy = -9.994 eV
Spin multiplicity = 1
Net charge = 0
Orbital gap = 10.8 eV
LUMO = 0.774 eV

```
10
Properties=species:S:1:pos:R:3:mulliken_charge:R:1
O 1.91 0.49 0.79 -0.446
C 0.83 0.17 0.51 0.640
C -0.21 -0.86 0.99 -0.309
O -0.46 -1.30 -0.39 -0.218
N -1.35 -0.36 -0.81 -0.432
C -0.90 0.85 -0.92 0.222
O 0.24 1.06 -0.32 -0.305
H 0.16 -1.78 1.17 0.254
H -1.03 -0.51 1.51 0.288
H -1.56 1.88 -1.06 0.306
```

List of relative energies, unit eV: <i> 1.561; <ii> 2.796; <iii> 0.000; <iv> 3.365

<i>
This record from OMol25 describes a single C3H3NO3 molecule. The level of theory is ωB97M-V/def2-TZVPD.

## Properties
Highest occupied orbital energy = -10.483 eV
Spin multiplicity = 1
Net charge = 0
Orbital gap = 10.3 eV
LUMO = -0.203 eV

```
10
Properties=species:S:1:pos:R:3:mulliken_charge:R:1
O -1.96 -1.09 -0.08 -0.288
C -0.82 -1.13 0.10 0.077
N 0.04 0.05 0.37 0.149
C -0.67 1.36 0.06 0.097
O -1.92 1.56 -0.02 -0.420
C 1.36 -0.16 0.17 0.156
O 2.45 0.41 -0.15 -0.504
H -0.26 -2.06 -0.44 0.218
H 0.12 2.32 -0.09 0.275
H 1.67 -1.25 0.08 0.240
```

<ii>
This record from OMol25 describes a molecular structure, C3H3NO3. The level of theory is ωB97M-V/def2-TZVPD.

## Properties
Highest occupied orbital energy (alpha / beta) = -9.403 / -9.561 eV
Spin multiplicity = 1
Net charge = 0
Orbital gap (alpha / beta) = 7.6 / 7.7 eV
LUMO (alpha / beta) = -1.819 / -1.833 eV

```
10
Properties=species:S:1:pos:R:3:mulliken_charge:R:1
C -1.68 0.22 -0.19 -0.920
C -0.24 0.02 0.15 0.771
N 0.24 -1.28 0.05 -0.145
O 1.46 -1.36 0.36 -0.151
C 2.40 0.09 -0.13 0.294
O 3.34 0.52 0.37 -0.231
O 0.58 0.95 0.27 -0.485
H -1.77 0.54 -1.24 0.241
H -2.23 -0.71 -0.06 0.320
H -2.10 1.01 0.44 0.305
```

List of relative energies, unit eV: <i> 0.000; <ii> 1.601